# 1
Below is a structure of composition C3H5NO2S in a non-equilibrium geometry, with properties calculated with ωB97M-V/def2-TZVPD.

- largest force on an atom (eV/Å) = 5.503
- LUMO level (eV) = -0.5360
- net charge = 0
- multiplicity = 1

Structure (XYZ):
```
12
Properties=species:S:1:pos:R:3:mulliken_charge:R:1
O -0.429 0.429 -1.498 -0.29
S 0.654 0.702 2.348 -0.28
H -1.383 0.983 0.852 0.23
H 2.517 0.055 -1.138 0.27
N 0.294 0.382 -0.372 0.28
O -1.422 -1.565 -0.921 -0.45
H -1.359 -0.523 -2.876 0.36
C 1.378 -0.576 -0.851 -0.68
H 0.620 -1.316 -2.028 0.31
C -0.152 0.807 0.816 -0.10
H 1.653 -1.315 0.357 0.24
C -1.185 -0.682 -1.761 0.11
```



# 2
Below is the molecule C5H5NO in a non-equilibrium geometry, with properties calculated with ωB97M-V/def2-TZVPD.

- largest force on an atom (eV/Å) = 2.343
- LUMO level (spin up / spin down) (eV) = -0.5667 / -0.6547
- net charge = 0
- multiplicity = 1

Structure (XYZ):
```
12
Properties=species:S:1:pos:R:3:mulliken_charge:R:1
H -0.905 -1.325 -0.023 0.32
C -0.497 -0.509 -0.620 -0.70
H -2.258 0.166 0.942 0.27
H 2.993 -1.597 -0.612 0.40
C 1.169 -0.354 0.044 0.12
C 2.159 -1.011 -0.287 -0.36
C 0.484 0.760 0.921 0.18
H -0.484 1.648 -0.797 0.36
N -2.089 0.844 0.193 -0.64
C -0.753 0.877 -0.058 0.23
H -0.612 -0.664 -1.691 0.30
O 0.792 1.165 1.988 -0.48
```



# 3
Below is the molecule C5H5N3 in a non-equilibrium geometry, with properties calculated with ωB97M-V/def2-TZVPD.

- largest force on an atom (eV/Å) = 5.973
- LUMO level (eV) = 0.4889
- net charge = 0
- multiplicity = 1
- structure (SMILES) = N#C[C@H]1[C@@H]2CC=NN12

Structure (XYZ):
```
13
Properties=species:S:1:pos:R:3:mulliken_charge:R:1
N 1.197 0.510 -0.262 -0.37
C -0.693 -0.994 -0.729 -0.38
N 0.027 3.350 1.488 -0.39
C 0.172 0.809 0.791 0.37
C 0.029 2.266 1.125 -0.25
H -0.708 1.284 -1.097 0.42
H 0.686 -2.721 -0.191 0.48
H 0.072 0.187 1.596 0.52
C -0.248 0.444 -0.529 -0.23
H -1.580 -1.228 -0.015 0.22
H -0.877 -1.250 -1.778 0.38
N 1.494 -0.941 -0.185 -0.42
C 0.429 -1.716 -0.215 -0.35
```



# 4
Below is the molecule C4H12N2 in a non-equilibrium geometry, with properties calculated with ωB97M-V/def2-TZVPD.

- largest force on an atom (eV/Å) = 1.624
- LUMO level (eV) = 1.1824
- net charge = 0
- multiplicity = 1
- structure (SMILES) = C[C@H](N)CCN

Structure (XYZ):
```
18
Properties=species:S:1:pos:R:3:mulliken_charge:R:1
H 2.141 0.095 -1.354 0.39
H 0.212 1.210 2.440 0.21
H -0.386 1.276 -1.147 0.31
C 0.352 -0.613 -0.420 0.53
C -1.005 1.093 0.850 -0.77
H 1.006 1.363 -0.075 0.35
C 1.520 -0.805 -1.364 -1.48
H -1.921 0.563 0.567 0.41
H -0.625 -2.079 -1.429 0.26
H -1.328 2.133 0.972 0.34
H -1.267 -1.800 -0.012 0.26
N -0.532 0.576 2.163 -0.58
H 2.068 -1.723 -1.198 0.35
N -0.880 -1.310 -0.811 -0.71
C 0.034 0.883 -0.212 -0.82
H 0.678 -0.913 0.576 0.28
H 1.207 -0.646 -2.396 0.43
H -1.273 0.698 2.850 0.24
```



# 5
Below is a structure of composition C5H7N in a non-equilibrium geometry, with properties calculated with ωB97M-V/def2-TZVPD.

- largest force on an atom (eV/Å) = 5.644
- LUMO level (spin up / spin down) (eV) = 0.1637 / 0.1639
- net charge = 0
- multiplicity = 1

Structure (XYZ):
```
13
Properties=species:S:1:pos:R:3:mulliken_charge:R:1
H 0.519 -0.378 1.813 0.31
C -0.952 1.476 1.502 -0.39
H 0.614 -1.888 0.236 0.24
N 0.007 0.471 -0.037 0.19
H -1.426 2.036 -0.637 0.23
H 1.841 -1.477 -0.876 0.27
C 0.758 -1.629 -0.833 -0.98
H -1.240 1.962 2.352 0.44
H 0.122 -0.077 -2.148 0.38
C 0.238 -0.282 -1.088 0.22
C -0.750 1.775 0.118 -0.78
C -0.112 0.346 1.313 -0.42
H 0.382 -2.337 -1.715 0.30
```



# 6
Below is a cluster of 2 separate species, C2H4ClN in total in a non-equilibrium geometry, with properties calculated with ωB97M-V/def2-TZVPD.

- largest force on an atom (eV/Å) = 3.735
- LUMO level (eV) = 0.7958
- net charge = 0
- multiplicity = 1
- structure (SMILES) = C=C=N.Cl

Structure (XYZ):
```
8
Properties=species:S:1:pos:R:3:mulliken_charge:R:1
N 0.228 1.611 1.163 -0.48
H -1.497 -0.946 0.547 0.27
Cl 2.873 -1.540 0.461 -0.24
H 0.000 2.477 0.853 0.28
C -0.835 -0.327 -0.044 -0.75
H 2.179 -0.461 0.504 0.21
C -0.295 0.689 0.591 0.42
H -0.139 -0.579 -0.869 0.28
```



# 7
Below is the molecule C13H12N2O4 in a non-equilibrium geometry, with properties calculated with ωB97M-V/def2-TZVPD.

- largest force on an atom (eV/Å) = 6.037
- LUMO level (eV) = -0.9712
- net charge = 0
- multiplicity = 1
- structure (SMILES) = COC(=O)C(=O)c1nc(-c2ccccc2C)[nH]c1O

Structure (XYZ):
```
31
Properties=species:S:1:pos:R:3:mulliken_charge:R:1
C -3.102 -0.915 -2.639 -0.45
H -0.972 1.463 -1.742 0.39
C -3.025 -1.744 -1.553 -0.96
C 4.018 -0.298 -1.297 -0.66
H -3.496 -1.258 -3.570 0.34
C -1.596 0.584 -1.623 -0.65
C -1.601 -0.193 -0.446 0.55
H 4.176 0.715 -1.672 0.31
H -1.860 1.032 2.114 0.25
C 1.251 1.030 1.432 0.36
O 0.335 1.882 3.552 -0.64
H -2.960 -3.025 0.577 0.34
C 2.631 1.419 1.651 0.85
H -2.442 0.861 -3.668 0.36
C -2.386 0.274 -2.728 -0.69
H -1.486 -2.481 1.282 0.33
C -2.377 -2.078 0.851 -1.21
H -2.796 -1.470 1.703 0.23
H 1.228 2.478 3.510 0.46
H 4.920 -0.783 -1.103 0.29
N -0.939 0.836 1.829 0.04
O 2.775 2.387 2.471 -0.75
N 0.611 0.563 0.325 -0.54
C 0.240 1.216 2.386 0.32
H -3.470 -2.711 -1.481 0.34
C -2.365 -1.321 -0.399 1.33
O 4.927 1.304 0.981 -0.55
C 3.725 0.890 0.792 0.16
C -0.671 0.330 0.558 -0.17
H 3.393 -0.858 -1.999 0.24
O 3.316 -0.129 -0.095 -0.22
```



# 8
Below is a structure of composition C4H7NO2, with properties calculated with ωB97M-V/def2-TZVPD.

- largest force on an atom (eV/Å) = 0.858
- LUMO level (eV) = -0.0585
- net charge = 0
- multiplicity = 1

Structure (XYZ):
```
14
Properties=species:S:1:pos:R:3:mulliken_charge:R:1
H 0.809 0.996 -0.030 0.39
N -0.420 1.433 -0.282 -0.64
C -2.404 -0.205 -0.180 -0.97
C 1.113 -0.789 0.725 -0.43
H -2.583 -0.791 0.721 0.30
C -1.109 0.486 -0.077 0.61
H -2.360 -0.889 -1.032 0.26
C 2.018 0.619 -0.440 0.01
O 3.081 0.892 0.051 -0.44
H -3.201 0.524 -0.338 0.34
H 1.879 0.538 -1.545 0.34
O -0.143 -0.954 0.658 -0.48
H 1.734 -1.487 0.144 0.33
H 1.586 -0.373 1.625 0.39
```



multiplicity of number 4 (C4H12N2)?
1



What is the formula in the third record?
C5H5N3